Record 1
Here is a single C8H3BrCl2F3I molecule at a distorted geometry from the Open Molecules 2025 dataset. Energies are from the ωB97M-V functional and the def2-TZVPD basis.

Element x y z (Å)
F  -2.30103  -2.17155  -0.23129
C  -2.42917  -0.92598  -0.67253
F  -2.01493  -1.06431  -1.98907
F  -3.71387  -0.67490  -0.83133
C  -1.69988  0.14509  0.10258
Br  -2.88583  1.47070  0.74211
C  -0.36850  0.19911  0.40282
C  0.25855  1.26120  1.05569
C  1.54857  1.58534  0.76441
Cl  2.26273  2.77874  1.70300
C  2.33244  0.83696  -0.17686
C  1.81129  -0.30757  -0.62819
Cl  2.65145  -1.30781  -1.66037
C  0.47308  -0.87085  -0.14204
I  0.96357  -2.31972  1.50041
H  -0.40547  1.75237  1.69530
H  3.34657  0.98527  -0.60496
H  0.17043  -1.37211  -1.02966

LUMO level (spin up / spin down), eV: -1.54 / -1.54
SMILES: FC(F)(F)/C(Br)=C1/C=C(Cl)C=C(Cl)[C@H]1I
Total energy, eV: -119683.7308



Record 2
Here is a molecular structure, C30H47Cl42F5O6Si2 from the Open Molecules 2025 dataset. Energies are from the ωB97M-V functional and the def2-TZVPD basis.

Element x y z (Å)
C  -0.58896  -2.03801  -3.74966
C  -1.32326  -2.11725  -2.41496
O  -1.31447  -3.45517  -1.94317
C  -2.35208  -3.75246  -1.02588
C  -2.09323  -3.16196  0.36453
O  -2.03791  -4.19963  1.35486
Si  -1.23479  -3.89780  2.74893
F  -1.45624  -5.23069  3.62606
C  0.58135  -3.63161  2.51273
C  1.10994  -4.01935  1.11027
C  2.61061  -4.37783  1.08977
C  3.38439  -3.46234  0.15085
O  3.26707  -2.11325  0.62699
O  -1.96536  -2.67525  3.57870
Si  -1.64190  -1.07943  3.42755
C  -3.20591  -0.05989  3.32941
C  -3.38381  0.74692  2.05331
O  -3.85561  -0.11114  1.00928
C  -3.09876  -0.17359  -0.15840
C  -3.44130  0.92683  -1.14296
F  -4.58444  0.72292  -1.81092
F  -3.55283  2.12528  -0.54130
F  -2.48058  1.03681  -2.07777
O  -0.69955  -0.84918  2.09266
C  0.33666  0.14383  2.04486
C  0.89810  0.24383  0.62695
C  -0.71241  -0.53979  4.98158
C  -1.46243  -0.97797  6.24122
F  0.57062  -1.14694  4.97583
H  -0.64200  -3.00255  -4.26230
H  -1.03848  -1.26813  -4.38469
H  0.46313  -1.76922  -3.61500
H  -0.82833  -1.46372  -1.67772
H  -2.36136  -1.76121  -2.51257
H  -2.35850  -4.84264  -0.91811
H  -3.31842  -3.42706  -1.43553
H  -1.13747  -2.62569  0.32538
H  -2.88626  -2.46337  0.66653
H  0.88791  -2.60228  2.71609
H  1.07757  -4.24849  3.27700
H  0.50093  -4.80844  0.65543
H  0.97949  -3.13748  0.46777
H  2.75234  -5.41264  0.75581
H  3.03218  -4.25150  2.09220
H  4.43804  -3.76160  0.10434
H  2.96565  -3.51729  -0.86415
H  4.13055  -1.69171  0.59642
H  -3.18157  0.64079  4.17851
H  -4.09511  -0.68453  3.48636
H  -4.12302  1.54422  2.19675
H  -2.44808  1.24157  1.75712
H  -2.02280  -0.12564  0.03428
H  -3.30746  -1.12520  -0.66004
H  1.13441  -0.14413  2.73984
H  -0.04811  1.11705  2.38684
H  0.13412  -0.00530  -0.11129
H  1.72689  -0.45999  0.48846
H  1.27210  1.25228  0.42322
H  -0.55356  0.54770  5.00354
H  -1.11076  -1.98213  6.49828
H  -2.54021  -1.07031  6.06058
H  -1.29817  -0.28621  7.06557
C  -0.96790  2.26235  9.09196
Cl  0.18883  0.95465  9.31904
Cl  -1.34085  2.46820  7.37585
Cl  -2.43764  1.98510  10.02317
H  -0.51420  3.17967  9.44290
C  0.19329  -6.34451  -4.11360
Cl  -1.56988  -6.34170  -4.15272
Cl  0.84345  -5.31481  -5.39184
Cl  0.75004  -5.82887  -2.52656
H  0.55157  -7.34893  -4.29564
C  -5.09949  2.61485  -4.63616
Cl  -4.81058  3.79663  -5.91867
Cl  -6.45011  3.10886  -3.62207
Cl  -5.37957  1.01451  -5.32427
H  -4.20817  2.56711  -4.02154
C  5.40902  1.40329  1.13201
Cl  3.73147  1.93592  1.21549
Cl  5.90352  0.62911  2.63502
Cl  5.66156  0.32258  -0.23941
H  6.03295  2.27378  0.97948
C  3.64045  -4.86133  -8.71599
Cl  5.29218  -4.39903  -8.30953
Cl  3.36212  -6.57052  -8.38610
Cl  2.47412  -3.85588  -7.85709
H  3.50035  -4.69937  -9.77644
C  9.35196  1.25001  -1.23356
Cl  9.45688  -0.17485  -0.20402
Cl  8.55446  0.87833  -2.75916
Cl  8.52771  2.57155  -0.39746
H  10.35836  1.58148  -1.45178
C  -4.68568  -2.98556  -4.83361
Cl  -4.36131  -1.64302  -3.72907
Cl  -3.18353  -3.58851  -5.52689
Cl  -5.56737  -4.27416  -4.01945
H  -5.30414  -2.60366  -5.63475
C  4.14739  -0.61191  10.36536
Cl  5.16879  0.24398  9.20386
Cl  3.61394  0.46798  11.65029
Cl  2.77263  -1.34980  9.54980
H  4.73809  -1.40114  10.81109
C  -7.82822  2.74278  -7.71509
Cl  -7.52907  3.91528  -8.99848
Cl  -9.17933  3.24519  -6.70123
Cl  -8.10250  1.13389  -8.38420
H  -6.94494  2.70102  -7.09431
C  -1.05054  4.48327  -4.18941
Cl  0.65111  4.33246  -3.73453
Cl  -1.39699  3.55140  -5.63944
Cl  -2.09828  3.98415  -2.86411
H  -1.25132  5.52561  -4.40005
C  -7.57938  -1.04927  -1.40938
Cl  -6.72888  -2.49473  -0.87095
Cl  -8.06485  -1.18902  -3.10085
Cl  -8.97766  -0.72177  -0.38600
H  -6.90123  -0.21003  -1.32544
C  7.63131  2.84438  10.21192
Cl  6.72671  3.02181  11.71293
Cl  6.96682  3.87965  8.94796
Cl  9.34500  3.17869  10.46298
H  7.53488  1.81695  9.88681
C  2.71675  7.00591  -1.99390
Cl  1.91867  7.08034  -0.42426
Cl  2.05035  8.19901  -3.10515
Cl  4.46164  7.21583  -1.82807
H  2.53623  6.02433  -2.41077
C  4.16048  11.85737  -5.42717
Cl  4.15502  10.34943  -4.51460
Cl  3.16291  11.71828  -6.87572
Cl  3.62688  13.20372  -4.42114
H  5.17521  12.06064  -5.74251

LUMO level, eV: 0.00
Relative energy (zero: lowest compared OMol25 entry of this formula, charge and spin), kJ/mol: 0.0
Total energy, eV: -599448.3644



Record 3
Here is a molecular structure, C30H30CdMg2N12O18 at a distorted geometry from the Open Molecules 2025 dataset. Energies are from the ωB97M-V functional and the def2-TZVPD basis.

Element x y z (Å)
Mg  -5.72618  15.10973  0.94442
Mg  -2.71748  10.35295  3.32680
Cd  -2.02471  10.96309  -1.24537
N  -2.38717  12.80701  5.17744
O  -1.63940  13.74346  4.97766
O  -2.08634  11.66692  4.68103
O  -3.42727  12.90295  5.85728
N  -3.21566  8.50609  0.71178
O  -3.19316  8.99064  1.87338
O  -3.39494  7.32026  0.53195
O  -3.07817  9.29936  -0.25994
N  -0.05358  10.41763  1.43963
O  -0.86667  10.45220  2.38640
O  1.12214  10.17509  1.62945
O  -0.47190  10.65134  0.26201
N  -6.85259  12.46512  -0.29104
O  -6.57455  13.70274  -0.17158
O  -7.98832  12.14404  -0.64034
O  -5.97905  11.63286  -0.01564
N  -3.42510  12.74285  1.20794
O  -3.27813  11.99040  2.17638
O  -2.89448  12.45813  0.12821
O  -4.15090  13.72084  1.28687
N  -4.18244  16.41565  -1.62664
O  -4.13124  17.63958  -1.51053
O  -3.71187  15.82035  -2.59310
O  -4.65499  15.71505  -0.66338
N  -4.88197  16.60808  2.05319
C  -5.59293  17.48750  2.77003
C  -5.04532  18.43473  3.57978
C  -3.66120  18.53408  3.62198
C  -2.90249  17.61149  2.91359
C  -3.56323  16.72756  2.09571
H  -6.66794  17.43268  2.61874
H  -5.64290  19.05217  4.23417
H  -3.20087  19.28528  4.25211
H  -1.82700  17.70860  2.88555
H  -2.98664  16.00095  1.52914
N  -4.61240  10.27243  3.97043
C  -5.65142  10.10025  3.16210
C  -6.95587  9.94412  3.58439
C  -7.20108  9.87808  4.94700
C  -6.12833  10.06881  5.81296
C  -4.88604  10.32310  5.27973
H  -5.45297  10.05210  2.09725
H  -7.71014  9.78892  2.82677
H  -8.19139  9.69420  5.34776
H  -6.25532  10.19338  6.87924
H  -4.07945  10.60405  5.94566
N  -6.69383  14.42223  2.61942
C  -5.99591  14.09738  3.71665
C  -6.54885  13.57571  4.86822
C  -7.92737  13.39064  4.90860
C  -8.68054  13.78231  3.80201
C  -8.02418  14.24248  2.69522
H  -4.91536  14.21470  3.68125
H  -5.91458  13.28458  5.69301
H  -8.37158  12.97467  5.80430
H  -9.74373  13.59073  3.77667
H  -8.54709  14.42998  1.76121
N  -3.90978  11.11240  -2.41144
C  -4.65078  10.05963  -2.78125
C  -5.85829  10.16369  -3.42187
C  -6.34333  11.43016  -3.72326
C  -5.58942  12.53846  -3.36903
C  -4.40763  12.31824  -2.69614
H  -4.28493  9.08623  -2.47306
H  -6.46063  9.28940  -3.61836
H  -7.29397  11.58870  -4.21757
H  -5.91211  13.53871  -3.61057
H  -3.80607  13.17257  -2.40430
N  -0.81926  12.56083  -2.04966
C  0.36622  12.32340  -2.60138
C  1.26666  13.31121  -2.93965
C  0.88710  14.63510  -2.81810
C  -0.38358  14.89108  -2.32005
C  -1.14903  13.83661  -1.88806
H  0.67538  11.28777  -2.69577
H  2.25009  13.00838  -3.27305
H  1.58808  15.44741  -2.95510
H  -0.64591  15.92662  -2.16759
H  -2.10695  14.03976  -1.42125
N  -0.69638  15.15844  1.14671
C  -0.18558  14.03297  1.60769
C  1.17613  13.78461  1.65628
C  2.03844  14.71498  1.11201
C  1.50424  15.88186  0.58620
C  0.13165  16.05907  0.61291
H  -0.90725  13.36220  2.06253
H  1.51076  12.83005  2.04553
H  3.11331  14.62291  1.19809
H  2.18401  16.64431  0.22189
H  -0.39892  16.94323  0.26884

LUMO level, eV: -0.06
Total energy, eV: -101774.9629



Record 4
Here is 2 unconnected molecules or ions with the total composition C4H8O at a distorted geometry from the Open Molecules 2025 dataset. Energies are from the ωB97M-V functional and the def2-TZVPD basis.

Element x y z (Å)
C  0.61147  0.40514  -1.27462
C  0.51476  -1.06198  0.92724
C  -0.12669  0.76608  0.00868
C  -1.47408  0.64083  0.15767
O  0.95128  -0.90248  -1.02303
H  1.48692  1.06317  -1.40274
H  -0.05754  0.53002  -2.14266
H  0.50755  1.29395  0.71245
H  1.58665  -1.10198  1.07230
H  0.00095  -1.98149  0.67803
H  0.04919  -0.69722  1.83985
H  -2.10370  0.37864  -0.68546
H  -1.94677  0.66731  1.13229

LUMO level (spin up / spin down), eV: -0.53 / -0.51
Relative energy (zero: lowest compared OMol25 entry of this formula, charge and spin), kJ/mol: 512.1
Total energy, eV: -6319.8599



Record 5
Here is a molecular structure, C41H44ClIrN7O3S from the Open Molecules 2025 dataset. Energies are from the ωB97M-V functional and the def2-TZVPD basis.

Element x y z (Å)
Ir  0.15255  0.44026  -0.54581
C  -1.09364  0.10600  -3.40392
C  -1.67704  1.31127  -2.71869
C  -2.65420  2.09712  -3.36128
C  -3.15339  3.20373  -2.74089
C  -2.66440  3.55341  -1.45915
C  -3.09224  4.70592  -0.76684
C  -2.55131  4.99679  0.45988
C  -1.58022  4.16741  1.04004
C  -1.14131  3.02458  0.39966
S  0.08456  1.97132  1.04690
C  -1.69715  2.71367  -0.87019
N  -1.22552  1.58183  -1.50516
H  -1.33354  0.13149  -4.47188
H  -1.52976  -0.80310  -2.98307
H  0.56798  -0.81732  -2.95035
H  -2.99215  1.80204  -4.34634
H  -3.90869  3.81987  -3.21249
H  -3.84665  5.34050  -1.21336
H  -2.88124  5.87520  0.99971
H  -1.16178  4.42207  2.00628
Cl  1.02258  -4.42448  1.95732
C  1.75565  -2.95449  1.41449
C  3.12598  -2.77151  1.49043
C  3.63297  -1.56455  1.03974
C  2.77136  -0.61666  0.51666
N  1.45105  -0.81681  0.42268
C  0.94712  -1.96184  0.89932
H  3.76450  -3.54375  1.89669
H  4.69212  -1.35529  1.08527
H  3.12497  0.33665  0.15149
H  -0.12503  -2.07342  0.85016
O  0.87348  1.71767  -5.40330
C  0.85349  2.42855  -4.53209
O  0.31314  0.10696  -3.20108
C  0.80666  3.42837  -3.57821
C  0.35735  4.69033  -4.04201
C  0.30493  5.71788  -3.13446
C  0.69409  5.49746  -1.81001
C  1.13312  4.25675  -1.36977
C  1.19257  3.19202  -2.24817
H  0.06333  4.82966  -5.07321
H  -0.03711  6.69454  -3.44592
H  0.64224  6.31816  -1.10624
H  1.39755  4.08710  -0.33466
H  1.47759  2.20108  -1.90866
C  2.71715  -4.95199  -1.78456
C  1.73545  -4.88837  -2.95187
N  0.35349  -4.63984  -2.55175
C  -0.55934  -5.78233  -2.56286
C  -0.43457  -6.66264  -1.32688
C  -0.02753  -3.40182  -2.16395
C  -1.44540  -3.21173  -1.69262
N  0.75348  -2.36679  -2.10804
H  3.72173  -5.16255  -2.15266
H  2.43765  -5.74176  -1.08806
H  2.75062  -4.01727  -1.22427
H  1.74581  -5.83708  -3.48734
H  2.03865  -4.12446  -3.67443
H  -0.34237  -6.36340  -3.46098
H  -1.57918  -5.42280  -2.67080
H  0.55902  -7.10535  -1.25576
H  -1.15898  -7.47638  -1.36624
H  -0.61314  -6.08648  -0.41757
H  -2.16798  -3.37096  -2.49442
H  -1.54358  -2.19643  -1.31224
H  -1.68415  -3.90889  -0.88834
H  1.70787  -2.58274  -2.38128
C  -2.31476  -5.63896  6.08229
C  -2.49513  -4.20360  6.49226
C  -2.16903  -3.77018  7.77218
C  -2.29471  -2.43863  8.13348
C  -2.76942  -1.50281  7.22147
N  -2.88690  -0.15981  7.64923
C  -2.97581  0.99631  6.90774
O  -3.55306  1.97889  7.32554
N  -2.37238  0.99811  5.65958
C  -1.21286  0.32032  5.24649
C  -0.24973  -0.17284  6.11825
C  0.85470  -0.81161  5.58181
C  0.96947  -0.92152  4.20526
N  0.05660  -0.44562  3.36248
C  -1.00808  0.14835  3.87925
C  -3.13154  -1.92708  5.94740
C  -2.98312  -3.25848  5.59607
H  -2.25037  -6.29300  6.95102
H  -1.39745  -5.76727  5.50311
H  -3.14452  -5.98037  5.46268
H  -1.80443  -4.48308  8.50204
H  -2.02138  -2.11864  9.13214
H  -3.20842  -0.01738  8.59412
H  -2.64221  1.80360  5.11712
H  -0.36164  -0.05802  7.18714
H  1.62578  -1.20972  6.22726
H  1.83681  -1.40085  3.76341
H  -1.74266  0.52407  3.17230
H  -3.53761  -1.22273  5.23536
H  -3.27196  -3.57088  4.59887

LUMO level (spin up / spin down), eV: -4.18 / -4.18
Relative energy (zero: lowest compared OMol25 entry of this formula, charge and spin), kJ/mol: 433.9
Net charge: +1
Total energy, eV: -85995.9133



Record 6
Here is 2 unconnected molecules or ions with the total composition C17H31N6O7 at a distorted geometry from the Open Molecules 2025 dataset. Energies are from the ωB97M-V functional and the def2-TZVPD basis.

Element x y z (Å)
O  -0.25963  -2.85795  -6.21077
O  -2.81572  5.95664  0.67331
O  1.07312  7.63218  2.54220
N  0.65007  -3.48651  -3.54200
O  -0.27655  -5.01624  -6.86908
O  1.22567  -5.54613  -2.87335
O  -0.46061  -2.25981  -1.06347
O  -0.76141  -7.82305  -3.06544
C  -0.05343  -4.03504  -5.95893
C  -2.12385  5.58178  1.60370
C  1.01982  6.57889  3.15720
C  1.12299  -4.23163  -2.57782
C  0.44956  -4.38619  -4.59995
C  0.77600  -5.64690  -4.14737
C  -0.69206  -0.04096  1.37182
N  0.49078  -0.45914  1.03087
N  1.66501  6.46786  4.32102
N  -0.88824  1.07074  2.05707
N  -0.82344  5.87995  1.65375
N  -1.70265  -0.75774  0.97704
C  -2.75160  4.74702  2.70301
C  1.70543  5.33039  5.24305
C  0.10133  -3.44730  -0.49590
C  -0.58876  -7.71138  -4.48146
C  1.41697  -3.72657  -1.20554
C  0.73029  -7.00786  -4.79222
C  0.11441  2.07398  2.47587
C  0.40234  3.09796  1.36578
C  1.11245  4.37236  1.87150
C  0.20608  5.39299  2.59798
H  -0.58708  -4.55521  -7.66636
H  -0.46806  -2.35171  -2.04831
H  -1.53236  -8.37878  -2.85441
H  0.54700  -1.20589  0.35304
H  1.30139  0.06988  1.28829
H  2.15393  7.30891  4.59400
H  -1.84728  1.28378  2.27475
H  -0.51970  6.54877  0.95598
H  -1.52360  -1.50581  0.31582
H  -2.64750  -0.48496  1.17619
H  -3.82288  4.68059  2.51495
H  -2.31951  3.75353  2.70344
H  -2.59277  5.23800  3.66114
H  0.69490  5.01432  5.50830
H  2.25277  4.49794  4.79836
H  2.22033  5.62781  6.15990
H  -0.58374  -4.29595  -0.61781
H  0.27403  -3.31398  0.57762
H  -0.58405  -8.70929  -4.93335
H  -1.42264  -7.15001  -4.91723
H  2.03158  -2.82364  -1.26027
H  1.97753  -4.49238  -0.66124
H  1.55888  -7.60911  -4.40795
H  0.86383  -6.93422  -5.87284
H  -0.27790  2.60123  3.34692
H  1.04585  1.59060  2.77724
H  1.04471  2.61864  0.62580
H  -0.52526  3.36730  0.86079
H  1.55373  4.87528  1.00820
H  1.93385  4.07806  2.52555
H  -0.26436  4.91398  3.45165

LUMO level, eV: -2.46
Net charge: +1
Total energy, eV: -41401.1282